ORCA calculation (ωB97M-V with the def2-TZVPD basis set) on C16H21NO4 in the gas phase.

The value obtained for the relative energy (zero: lowest compared OMol25 entry of this formula, charge and spin) is 46.1 kcal/mol. Its HOMO energy is -8.41 eV. Its structure (SMILES) is CCC(=O)c1ccc(OCC(=O)N2CCCC2)c(OC)c1. For the LUMO energy, the calculation gives 0.46 eV.

Cartesian coordinates (Å):
C: 5.668 0.930 1.819
C: 4.177 0.745 2.072
C: 3.527 -0.112 1.003
O: 4.162 -0.569 0.077
C: 2.073 -0.363 1.139
C: 1.279 0.154 2.159
C: -0.071 -0.124 2.180
C: -0.678 -0.919 1.208
O: -2.021 -1.062 1.365
C: -2.836 -1.687 0.395
C: -2.822 -1.095 -1.018
O: -3.016 -1.808 -1.986
N: -2.615 0.226 -1.143
C: -2.603 1.250 -0.115
C: -3.024 2.512 -0.864
C: -2.388 2.303 -2.236
C: -2.598 0.813 -2.478
C: 0.123 -1.473 0.188
O: -0.482 -2.280 -0.726
C: 0.231 -2.679 -1.872
C: 1.474 -1.174 0.173
H: 6.167 -0.035 1.804
H: 5.828 1.405 0.855
H: 6.113 1.546 2.595
H: 3.675 1.716 2.088
H: 4.015 0.267 3.041
H: 1.696 0.777 2.933
H: -0.705 0.277 2.955
H: -3.852 -1.591 0.796
H: -2.601 -2.751 0.297
H: -3.278 0.996 0.703
H: -1.592 1.372 0.292
H: -2.682 3.418 -0.369
H: -4.110 2.550 -0.957
H: -2.843 2.913 -3.012
H: -1.322 2.533 -2.190
H: -1.808 0.353 -3.076
H: -3.553 0.608 -2.974
H: 1.019 -3.396 -1.623
H: -0.512 -3.151 -2.512
H: 0.668 -1.821 -2.392
H: 2.117 -1.574 -0.596

Here are the Löwdin charges for atoms 1 to 4, given in e: C -0.101; C -0.187; C -0.363; O 0.090

ORCA calculation (ωB97M-V with the def2-TZVPD basis set) on 2 unconnected molecules or ions with the total composition C4H8NO2 at a distorted geometry.

The value obtained for the relative energy (zero: lowest compared OMol25 entry of this formula, charge and spin) is 41.2 kcal/mol. Its HOMO energy (spin up / spin down) is -10.18 / -9.67 eV. Its spin multiplicity is 2. For the LUMO energy (spin up / spin down), the calculation gives 1.04 / -3.98 eV.

Cartesian coordinates (Å):
O: -0.257 1.519 2.142
C: -1.168 0.905 2.675
O: -1.737 -0.172 2.299
H: -1.592 1.354 3.599
N: -1.181 -0.601 -0.370
C: 0.274 -0.877 -0.356
C: 1.734 0.379 -1.900
C: 0.848 -0.600 -1.705
H: -1.347 0.300 -0.825
H: -1.490 -0.408 0.614
H: 0.420 -1.922 -0.059
H: 0.796 -0.258 0.371
H: 2.164 0.568 -2.874
H: 2.018 0.984 -1.045
H: 0.519 -1.174 -2.566

Here are the Löwdin charges for atoms 1 to 4, given in e: O 0.024; C -0.475; O 0.101; H 0.154

ORCA calculation (ωB97M-V with the def2-TZVPD basis set) on C2N2OS in the gas phase at a distorted geometry.

The value obtained for the relative energy (zero: lowest compared OMol25 entry of this formula, charge and spin) is 31.3 kcal/mol. Its HOMO energy is -9.52 eV. For the LUMO energy, the calculation gives -1.89 eV.

Cartesian coordinates (Å):
C: -0.020 -0.833 0.138
C: -0.005 1.545 0.227
N: 0.367 0.311 0.239
N: -0.372 2.639 0.189
O: 0.094 -3.059 -1.065
S: -0.269 -2.427 0.192

Here are the Löwdin charges for atoms 1 to 4, given in e: C -0.324; C -0.303; N 0.109; N 0.184

ORCA calculation (ωB97M-V with the def2-TZVPD basis set) on a molecular structure, C19H21F2IN5O2STa at a distorted geometry.

The value obtained for the relative energy (zero: lowest compared OMol25 entry of this formula, charge and spin) is 0.0 kcal/mol. Its HOMO energy is -13.90 eV. As for the net charge: +2. For the LUMO energy, the calculation gives -8.17 eV.

Cartesian coordinates (Å):
Ta: -10.732 -2.006 12.026
N: -12.388 -1.369 13.556
C: -13.331 -2.256 14.368
C: -12.948 -2.266 15.861
C: -11.790 -3.250 16.041
C: -10.519 -2.984 15.273
N: -10.484 -3.357 13.835
H: -12.227 -0.595 14.208
H: -12.944 -0.909 12.835
H: -13.374 -3.286 13.950
H: -14.316 -1.757 14.235
H: -13.764 -2.576 16.463
H: -12.721 -1.283 16.271
H: -12.214 -4.199 15.715
H: -11.611 -3.508 17.126
H: -9.741 -3.537 15.870
H: -10.339 -1.868 15.313
H: -11.280 -4.027 13.645
H: -9.707 -4.008 13.651
N: -8.276 3.659 14.185
C: -8.254 2.493 14.127
C: -8.170 1.102 13.901
C: -6.938 0.471 13.883
C: -6.905 -0.889 13.618
C: -8.130 -1.502 13.407
N: -9.333 -0.918 13.410
C: -9.350 0.426 13.704
H: -6.055 1.015 14.080
H: -5.991 -1.483 13.589
H: -8.173 -2.563 13.226
H: -10.319 0.929 13.660
S: -9.575 -4.093 10.990
C: -8.828 -2.616 10.613
N: -8.508 -1.494 10.574
F: -13.706 -3.047 11.727
C: -12.481 -3.575 11.645
F: -12.495 -4.724 12.523
H: -12.321 -4.094 10.699
I: -14.266 4.004 6.719
C: -13.430 2.642 7.981
C: -13.929 1.354 8.003
C: -13.408 0.439 8.896
C: -12.347 0.796 9.730
C: -11.857 2.106 9.717
C: -12.376 3.001 8.801
C: -11.703 -0.156 10.524
O: -11.912 -1.437 10.402
O: -10.929 0.016 11.538
H: -14.832 1.119 7.449
H: -13.798 -0.549 8.978
H: -10.979 2.332 10.312
H: -11.961 4.028 8.765

Here are the Löwdin charges for atoms 1 to 4, given in e: Ta 1.781; N -0.031; C -0.165; C -0.160